Record 1
Formula: C23H31N21PSTl
Source: the Open Molecules 2025 dataset
Level of theory: ωB97M-V/def2-TZVPD

Each line ends with the Mulliken charge.
Geometry (Å):
1 Tl -0.730 -0.644 -0.692  3.245
2 C -0.887 -2.286 -5.774  -1.034
3 N -1.491 -2.006 -4.497  0.245
4 C -2.815 -2.183 -4.195  -0.887
5 C -2.930 -1.791 -2.882  -0.459
6 N -1.720 -1.386 -2.391  0.066
7 C -0.866 -1.523 -3.376  0.028
8 P 0.875 -1.104 -3.186  -0.756
9 C 0.686 0.581 -2.496  -0.209
10 N -0.451 1.072 -2.031  -0.188
11 C -0.194 2.363 -1.665  -0.730
12 C 1.101 2.701 -1.968  -0.833
13 N 1.642 1.572 -2.525  0.737
14 C 2.956 1.505 -3.112  -0.978
15 C 1.228 -2.055 -1.662  -0.159
16 N 0.300 -2.574 -0.875  -0.309
17 C 0.962 -3.248 0.112  -1.141
18 C 2.317 -3.204 -0.100  -0.428
19 N 2.474 -2.472 -1.246  0.717
20 C 3.733 -2.275 -1.919  -0.988
21 H -1.648 -2.661 -6.464  0.321
22 H -0.460 -1.362 -6.171  0.342
23 H -0.114 -3.046 -5.638  0.315
24 H -3.539 -2.556 -4.904  0.362
25 H -3.816 -1.776 -2.262  0.450
26 H -0.962 2.982 -1.220  0.681
27 H 1.652 3.624 -1.853  0.391
28 H 3.382 2.510 -3.171  0.316
29 H 3.587 0.880 -2.479  0.212
30 H 2.878 1.092 -4.121  0.352
31 H 0.423 -3.742 0.910  0.807
32 H 3.146 -3.635 0.442  0.427
33 H 4.496 -2.909 -1.460  0.344
34 H 3.626 -2.554 -2.971  0.353
35 H 4.021 -1.228 -1.818  0.223
36 N -4.144 -0.893 0.389  0.255
37 C -3.237 -1.802 0.855  0.277
38 N -3.583 -2.797 1.712  -0.722
39 N -2.434 -3.478 1.938  -0.936
40 N -1.435 -2.903 1.233  -0.474
41 N -1.925 -1.838 0.540  0.337
42 C -3.797 0.108 -0.473  0.196
43 N -4.699 1.012 -0.935  -0.696
44 N -3.988 1.829 -1.750  -0.960
45 N -2.700 1.420 -1.770  -0.726
46 N -2.560 0.330 -0.966  0.362
47 H -5.092 -0.962 0.690  0.300
48 C 0.030 5.278 2.074  -1.424
49 C -0.404 4.570 3.358  0.854
50 C -1.915 4.694 3.554  -1.511
51 C 0.082 3.111 3.418  -1.549
52 N -0.437 2.240 2.394  1.112
53 C 0.121 1.903 1.202  -0.436
54 N -0.667 1.039 0.605  -0.060
55 N -1.720 0.834 1.467  0.210
56 N -1.578 1.557 2.570  -1.388
57 H -0.217 6.344 2.122  0.424
58 H -0.468 4.862 1.193  0.256
59 H 1.112 5.193 1.929  0.365
60 H 0.076 5.095 4.196  0.302
61 H -2.470 4.271 2.711  0.291
62 H -2.204 5.747 3.644  0.443
63 H -2.234 4.182 4.468  0.363
64 H -0.178 2.666 4.386  0.440
65 H 1.176 3.080 3.342  0.440
66 H 1.055 2.295 0.830  0.543
67 S 0.669 -1.376 1.235  -0.659
68 C 1.704 -1.956 2.419  -0.113
69 N 1.469 -1.574 3.722  0.068
70 C 2.239 -1.977 4.777  -0.371
71 C 3.280 -2.784 4.575  -0.917
72 C 3.491 -3.166 3.167  -0.005
73 N 2.768 -2.788 2.165  -0.211
74 H 0.676 -0.960 3.871  0.165
75 H 1.960 -1.613 5.759  0.334
76 H 3.939 -3.150 5.347  0.369
77 H 4.349 -3.833 2.984  0.291
78 H 1.027 -0.470 -1.284  0.328

Computed properties:
- Molar mass: 869.07 g mol⁻¹
- HOMO (alpha / beta): 1.72 / 0.72 eV
- Max |F|: 7.3 eV/Å
- Charge: -2
- Kohn-Sham gap (alpha / beta): 2.24 / 3.24 eV

Record 2
Formula: C28H67F2NO12
Source: the Open Molecules 2025 dataset
Level of theory: ωB97M-V/def2-TZVPD

Each line ends with the Mulliken charge.
Geometry (Å):
1 O 1.376 -2.746 1.361  -0.429
2 C 0.572 -1.789 1.854  0.354
3 O 0.873 -0.384 1.443  -0.314
4 C -0.054 0.046 0.376  -0.094
5 N 0.183 -0.845 -0.823  0.417
6 C 0.595 0.075 -1.951  0.286
7 O 1.876 -0.045 -2.383  -0.418
8 F -0.238 1.118 -2.593  -0.223
9 C -1.014 -1.704 -1.168  0.494
10 O -2.156 -1.295 -1.726  -0.444
11 F -0.889 -3.172 -0.837  -0.234
12 H -0.359 -2.017 2.538  0.182
13 H 0.283 1.150 0.074  0.115
14 H -1.188 0.019 0.674  0.357
15 C -4.048 -4.816 1.549  -1.356
16 C -2.620 -4.678 2.052  0.633
17 C -2.341 -5.638 3.198  -1.381
18 O -2.402 -3.340 2.493  -0.543
19 H -4.767 -4.583 2.342  0.292
20 H -4.239 -4.111 0.733  0.320
21 H -4.243 -5.831 1.188  0.412
22 H -1.920 -4.871 1.232  0.240
23 H -2.999 -5.434 4.049  0.281
24 H -1.313 -5.519 3.558  0.344
25 H -2.484 -6.677 2.886  0.364
26 H -3.019 -3.160 3.222  0.355
27 C 4.803 -2.135 1.197  -0.942
28 C 5.475 -1.726 -0.104  0.389
29 C 5.605 -0.215 -0.210  -1.064
30 O 4.711 -2.212 -1.204  -0.560
31 H 3.790 -1.723 1.260  -0.017
32 H 4.705 -3.224 1.254  0.321
33 H 5.376 -1.788 2.063  0.379
34 H 6.468 -2.186 -0.166  0.300
35 H 4.620 0.265 -0.196  0.288
36 H 6.080 0.065 -1.157  0.202
37 H 6.202 0.189 0.614  0.372
38 H 3.828 -1.809 -1.157  0.332
39 C -0.691 5.285 -0.932  -1.151
40 C -1.146 3.839 -1.053  0.718
41 C -2.648 3.713 -0.850  -1.502
42 O -0.470 3.048 -0.080  -0.501
43 H -0.912 5.683 0.065  0.379
44 H 0.393 5.359 -1.068  0.255
45 H -1.182 5.917 -1.678  0.320
46 H -0.874 3.449 -2.040  0.137
47 H -2.939 4.055 0.149  0.356
48 H -2.960 2.665 -0.928  0.345
49 H -3.198 4.298 -1.594  0.377
50 H -0.706 3.387 0.799  0.300
51 C -7.576 -2.057 1.592  -1.190
52 C -8.032 -3.502 1.470  0.444
53 C -9.533 -3.629 1.673  -1.338
54 O -7.355 -4.294 2.443  -0.522
55 H -7.798 -1.658 2.588  0.331
56 H -6.492 -1.982 1.456  0.263
57 H -8.067 -1.424 0.846  0.369
58 H -7.760 -3.892 0.484  0.266
59 H -9.824 -3.286 2.673  0.352
60 H -9.845 -4.676 1.595  0.319
61 H -10.083 -3.043 0.930  0.370
62 H -7.591 -3.955 3.323  0.336
63 C 8.900 1.901 -4.625  -1.306
64 C 8.549 1.496 -3.203  0.341
65 C 8.805 0.016 -2.969  -1.219
66 O 7.174 1.782 -2.955  -0.452
67 H 8.288 1.354 -5.351  0.335
68 H 8.698 2.966 -4.783  0.312
69 H 9.955 1.709 -4.842  0.401
70 H 9.139 2.088 -2.495  0.254
71 H 8.190 -0.599 -3.636  0.324
72 H 8.537 -0.264 -1.945  0.262
73 H 9.858 -0.234 -3.136  0.427
74 H 6.643 1.260 -3.579  0.311
75 C -2.432 9.175 -4.062  -1.302
76 C -2.752 8.916 -2.599  0.353
77 C -2.720 10.202 -1.789  -1.269
78 O -1.805 7.996 -2.063  -0.477
79 H -1.426 9.596 -4.175  0.340
80 H -2.447 8.239 -4.631  0.319
81 H -3.153 9.867 -4.508  0.390
82 H -3.742 8.453 -2.515  0.249
83 H -1.725 10.660 -1.820  0.343
84 H -2.940 9.998 -0.735  0.311
85 H -3.450 10.925 -2.166  0.385
86 H -0.923 8.399 -2.134  0.296
87 C -2.666 -8.711 7.787  -1.368
88 C -2.566 -8.057 6.418  0.473
89 C -1.455 -8.678 5.587  -1.113
90 O -2.313 -6.663 6.578  -0.531
91 H -1.736 -8.583 8.352  0.344
92 H -3.461 -8.245 8.379  0.329
93 H -2.876 -9.781 7.698  0.369
94 H -3.521 -8.158 5.891  0.278
95 H -0.482 -8.549 6.074  0.330
96 H -1.386 -8.189 4.609  0.202
97 H -1.629 -9.748 5.432  0.375
98 H -1.467 -6.564 7.046  0.343
99 C 3.113 2.812 -3.782  -0.948
100 C 3.315 4.318 -3.727  0.335
101 C 4.792 4.678 -3.690  -1.168
102 O 2.673 4.839 -2.566  -0.496
103 H 3.537 2.327 -2.895  0.152
104 H 2.046 2.567 -3.796  0.177
105 H 3.583 2.383 -4.673  0.420
106 H 2.845 4.784 -4.599  0.255
107 H 5.275 4.259 -2.800  0.236
108 H 4.922 5.764 -3.638  0.338
109 H 5.312 4.305 -4.578  0.358
110 H 3.084 4.430 -1.787  0.340

Computed properties:
- SMILES string: O=COCN(C(=O)F)C(=O)F.CC(C)O.CC(C)O.CC(C)O.CC(C)O.CC(C)O.CC(C)O.CC(C)O.CC(C)O
- Molar mass: 647.84 g mol⁻¹
- HOMO: -9.50 eV
- Max |F|: 10.0 eV/Å
- Charge: 0
- Kohn-Sham gap: 8.58 eV